#one
The molecule C4H8N2S, computed with ωB97M-V/def2-TZVPD.

Summary:
HOMO energy (alpha / beta): -8.7 / -8.7 eV
Gap between HOMO and LUMO (alpha / beta): 7.3 / 7.3 eV

```
15
C4H8N2S | OMol25 | ωB97M-V/def2-TZVPD
C 0.943 1.067 -0.178
C -0.147 -0.241 -0.043
C -0.826 0.069 1.290
C -1.000 -0.144 -1.284
N 2.178 0.871 -0.153
N 0.577 -1.343 -0.114
S 3.183 -0.284 -0.081
H 0.525 1.940 -0.634
H -1.891 -0.350 1.519
H -0.590 1.135 1.546
H -0.218 -0.513 2.089
H -1.489 0.827 -1.504
H -1.787 -0.830 -1.195
H -0.314 -0.588 -2.087
H 0.855 -1.615 0.827
```

#two
A cluster of 2 separate species, C4H8N2S in total, computed with ωB97M-V/def2-TZVPD.

Summary:
HOMO energy: -8.7 eV
Gap between HOMO and LUMO: 9.3 eV

```
15
C4H8N2S | OMol25 | ωB97M-V/def2-TZVPD
C -0.042 -0.186 -0.006
C 4.066 -0.302 -0.323
C 0.353 1.239 -0.148
C -1.319 -0.507 0.754
N 0.600 -1.016 -0.663
N 3.062 -0.558 -0.879
S 5.341 -0.017 0.550
H 1.371 1.299 -0.370
H -0.387 1.719 -0.697
H 0.209 1.702 0.771
H -1.323 0.057 1.654
H -2.439 -0.452 0.331
H -1.156 -1.450 1.219
H 0.194 -1.968 -0.559
H 2.097 -0.875 -0.746
```

#three
The molecule C4H8N2S, computed with ωB97M-V/def2-TZVPD.

Summary:
HOMO energy: -8.2 eV
Gap between HOMO and LUMO: 8.6 eV

```
15
C4H8N2S | OMol25 | ωB97M-V/def2-TZVPD
C -1.897 0.394 -1.817
C 0.510 0.027 -1.221
C 1.176 -0.487 -2.271
C -0.995 0.565 0.722
H -1.914 1.508 -2.298
H -1.924 -0.502 -2.703
H -2.918 0.270 -1.146
H 1.212 0.270 -0.458
H 0.567 -0.930 -3.145
H 2.332 -0.869 -2.018
H -1.903 1.205 0.911
H 1.186 -1.466 0.820
N -0.743 0.306 -0.768
N -0.202 0.570 1.682
S 1.076 -0.539 1.947
```

Stability ranking, top and bottom: #two is the most stable and #three is the least stable.

#one
The molecule C5H7F, computed with ωB97M-V/def2-TZVPD.

Summary:
HOMO energy (alpha / beta): -7.3 / -8.3 eV
Gap between HOMO and LUMO (alpha / beta): 7.5 / 8.5 eV

```
13
C5H7F | OMol25 | ωB97M-V/def2-TZVPD
C -2.421 -0.068 0.225
C -1.183 -0.295 -0.217
C 1.264 0.541 -0.697
C 1.852 0.173 0.670
C -0.167 0.711 -0.355
F -0.450 1.883 0.166
H -3.035 -0.810 -0.030
H -2.775 0.860 0.516
H -0.854 -1.219 -0.483
H 1.707 1.524 -0.902
H 1.329 -0.261 -1.568
H 1.458 -0.786 0.897
H 2.389 0.849 1.303
```

#two
The molecule C5H7F, computed with ωB97M-V/def2-TZVPD.

Summary:
HOMO energy: -8.7 eV
Gap between HOMO and LUMO: 9.5 eV

```
13
C5H7F | OMol25 | ωB97M-V/def2-TZVPD
C 1.061 1.844 -0.467
C 1.009 0.486 0.364
C 0.251 -0.601 0.300
C -0.973 -0.838 -0.419
C -1.648 -1.913 0.170
H 1.123 2.626 0.494
H 1.930 2.007 -1.174
H 0.145 2.050 -1.054
H 1.721 0.703 1.168
H -1.338 -0.135 -1.113
H -2.447 -2.139 -0.432
H -1.093 -2.569 0.879
F 0.259 -1.520 1.283
```

#three
The molecule C5H7F, computed with ωB97M-V/def2-TZVPD.

Summary:
HOMO energy (alpha / beta): -7.5 / -7.5 eV
Gap between HOMO and LUMO (alpha / beta): 7.9 / 7.9 eV

```
13
C5H7F | OMol25 | ωB97M-V/def2-TZVPD
C -2.408 -0.146 0.215
C -1.152 -0.202 -0.141
C 1.399 0.578 -0.673
C 1.632 -0.063 0.651
C -0.094 0.710 -0.232
F -0.361 2.031 0.004
H -2.953 -0.980 0.217
H -2.880 0.824 0.532
H -0.645 -1.128 -0.418
H 1.617 1.612 -0.763
H 1.613 -0.118 -1.546
H 1.680 -1.094 0.662
H 1.815 0.456 1.558
```

Stability ranking, top and bottom: #two is the most stable and #one is the least stable.

#one
The molecule C4H5IN2O, computed with ωB97M-V/def2-TZVPD.

Summary:
HOMO energy: -8.3 eV
Gap between HOMO and LUMO: 8.7 eV

```
13
C4H5IN2O | OMol25 | ωB97M-V/def2-TZVPD
C -1.770 -0.080 -0.135
C -0.747 -0.898 0.129
C 0.469 1.010 0.054
C 1.872 1.483 0.037
N -0.608 1.629 -0.041
N -0.808 -2.278 0.097
O 0.490 -0.394 0.053
I -3.775 0.143 -0.020
H 2.384 0.817 -0.539
H 1.972 2.453 -0.298
H 2.203 1.513 1.068
H -1.696 -2.685 -0.124
H 0.014 -2.713 -0.282
```

#two
A structure of composition C4H5IN2O, computed with ωB97M-V/def2-TZVPD.

Summary:
HOMO energy: -7.7 eV
Gap between HOMO and LUMO: 7.1 eV

```
13
C4H5IN2O | OMol25 | ωB97M-V/def2-TZVPD
C -0.418 1.250 -0.304
C -0.945 2.460 -0.197
C -0.093 -0.836 -1.440
C 0.190 -2.258 -0.843
N -0.025 0.094 -0.463
N -1.002 3.386 0.825
O -0.453 -0.503 -2.558
I -1.414 3.134 -2.111
H -0.807 -2.510 -0.392
H 0.709 -2.840 -1.611
H 0.897 -2.264 -0.029
H -1.635 4.093 0.517
H -0.986 2.916 1.739
```

Stability ranking, top and bottom: #two is the most stable and #one is the least stable.

#one
The molecule CH4N2OS2, computed with ωB97M-V/def2-TZVPD.

Summary:
HOMO energy: -9.0 eV
Gap between HOMO and LUMO: 9.1 eV

```
10
CH4N2OS2 | OMol25 | ωB97M-V/def2-TZVPD
C 0.573 0.119 -0.420
H 0.394 -1.109 1.739
H 1.194 -1.774 -0.248
H 0.214 1.934 -0.045
H -2.110 0.937 -1.050
N 0.278 -1.219 -0.203
N -0.188 1.067 0.270
O -0.246 -1.488 1.018
S 1.857 0.487 -1.325
S -1.966 1.046 0.265
```

#two
The molecule CH4N2OS2, computed with ωB97M-V/def2-TZVPD.

Summary:
HOMO energy: -8.2 eV
Gap between HOMO and LUMO: 8.6 eV

```
10
CH4N2OS2 | OMol25 | ωB97M-V/def2-TZVPD
C -0.439 -0.686 0.606
N 1.087 1.238 -1.856
N -0.829 -1.207 1.723
O -0.135 -1.211 -0.420
S -0.518 1.499 -1.480
S -0.782 1.108 0.536
H 1.448 0.572 -2.504
H 1.801 1.450 -1.113
H -0.990 -0.558 2.592
H -0.643 -2.204 1.917
```

#three
The molecule CH4N2OS2, computed with ωB97M-V/def2-TZVPD.

Summary:
HOMO energy: -8.6 eV
Gap between HOMO and LUMO: 8.9 eV

```
10
CH4N2OS2 | OMol25 | ωB97M-V/def2-TZVPD
C 0.491 0.473 0.325
H 0.868 -2.226 -0.513
H 1.863 -0.025 -1.174
H -0.782 0.444 1.771
H -2.312 1.298 -0.539
N 1.044 -0.377 -0.555
N -0.726 0.026 0.844
O 0.418 -1.489 -1.023
S 1.362 1.793 0.930
S -2.225 0.082 -0.065
```

Stability ranking, top and bottom: #two is the most stable and #one is the least stable.

#one
The ion C9H16N3 with charge +1, computed with ωB97M-V/def2-TZVPD.

Summary:
Charge: +1
HOMO energy: -13.4 eV
Gap between HOMO and LUMO: 10.2 eV

```
28
C9H16N3 | OMol25 | ωB97M-V/def2-TZVPD
C -1.158 -0.465 -1.617
C 2.431 -0.557 0.310
C 2.386 0.755 -0.467
C 1.218 -1.428 -0.026
C 1.189 1.618 -0.069
C -2.462 -0.658 0.428
C -2.507 0.873 0.302
C -0.043 -0.715 0.411
C -0.117 0.868 -0.193
N -0.515 0.587 -1.563
N -1.264 -1.187 -0.277
N -1.197 1.465 0.534
H -1.656 -0.886 -2.470
H 3.338 -1.102 0.053
H 2.451 -0.356 1.382
H 3.297 1.320 -0.274
H 2.344 0.544 -1.537
H 1.198 -1.603 -1.105
H 1.296 -2.394 0.477
H 1.288 1.948 0.965
H 1.141 2.497 -0.713
H -2.398 -0.958 1.476
H -3.368 -1.084 -0.007
H -2.918 1.138 -0.685
H -3.183 1.269 1.063
H -0.166 -0.687 1.489
H -1.305 -2.204 -0.378
H -1.224 2.472 0.434
```

#two
A cluster of 2 separate species, C9H16N3 in total, computed with ωB97M-V/def2-TZVPD.

Summary:
Charge: +1
HOMO energy (alpha / beta): -11.8 / -11.8 eV
Gap between HOMO and LUMO (alpha / beta): 6.5 / 6.5 eV

```
28
C9H16N3 | OMol25 | ωB97M-V/def2-TZVPD
C -4.962 -0.080 -0.154
C -4.327 1.117 0.317
C -4.780 -1.248 -0.618
C -3.026 1.419 0.439
C 3.663 1.008 -0.033
C 3.901 -0.594 -0.417
C 2.156 1.002 0.424
C 2.518 -1.120 -0.524
C -1.814 -0.583 -0.148
N -2.003 0.622 0.443
N -0.710 -1.233 -0.194
N 1.734 -0.486 0.595
H -6.031 -0.054 -0.067
H -4.955 1.995 0.302
H -4.542 -2.187 -0.748
H -2.880 2.361 0.770
H 4.423 1.108 0.816
H 3.691 1.680 -0.864
H 4.416 -0.606 -1.296
H 4.475 -1.101 0.361
H 1.957 1.477 1.360
H 1.597 1.405 -0.374
H 2.167 -0.831 -1.532
H 2.562 -2.217 -0.399
H -1.003 1.031 0.587
H -0.623 -2.032 -0.752
H 0.189 -1.178 0.215
H 2.209 -0.677 1.488
```

Stability ranking, top and bottom: #one is the most stable and #two is the least stable.

#one
A cluster of 2 separate species, C5H14N2S in total, computed with ωB97M-V/def2-TZVPD.

Summary:
HOMO energy: -9.1 eV
Gap between HOMO and LUMO: 9.9 eV

```
22
C5H14N2S | OMol25 | ωB97M-V/def2-TZVPD
C 1.785 -0.785 -1.360
C 0.506 -1.279 -0.689
C 0.740 -1.643 0.764
S -0.799 -2.363 1.465
H 1.589 -0.517 -2.396
H 2.531 -1.577 -1.351
H 2.181 0.087 -0.845
H -0.253 -0.497 -0.729
H 0.093 -2.137 -1.219
H 1.002 -0.764 1.351
H 1.520 -2.392 0.896
H -0.270 -2.828 2.604
C -0.103 2.385 -0.740
N -2.344 1.068 0.358
C -1.131 1.351 1.093
N -0.104 1.905 0.639
H 0.904 2.271 -1.132
H -0.346 3.446 -0.734
H -0.810 1.865 -1.381
H -2.435 0.050 0.340
H -3.127 1.352 0.941
H -1.127 1.004 2.126
```

#two
The molecule C5H14N2S, computed with ωB97M-V/def2-TZVPD.

Summary:
HOMO energy: -8.6 eV
Gap between HOMO and LUMO: 9.5 eV

```
22
C5H14N2S | OMol25 | ωB97M-V/def2-TZVPD
C 0.207 1.349 -0.268
C 0.901 0.611 -1.400
S 2.336 1.596 -1.980
C 0.608 0.795 1.148
N -0.484 0.054 1.746
C -0.801 -1.258 1.230
C -2.306 -1.528 1.273
N -2.568 -2.861 0.737
H 0.434 2.415 -0.224
H -0.869 1.224 -0.311
H 1.335 -0.333 -1.077
H 0.229 0.420 -2.238
H 2.933 0.648 -2.701
H 1.518 0.185 1.042
H 0.855 1.591 1.832
H -0.478 0.103 2.756
H -0.543 -1.256 0.167
H -0.186 -2.054 1.656
H -2.683 -0.772 0.578
H -2.718 -1.465 2.265
H -2.479 -2.959 -0.264
H -3.444 -3.261 1.032
```

Stability ranking, top and bottom: #one is the most stable and #two is the least stable.